Record 1
Computed, not measured: a structure of composition C18H54BrHfO9S9 at a distorted geometry, with ωB97M-V with the def2-TZVPD basis set.

Net charge: +4
Expectation value of S²: 0.754
2S+1: 2
E_LUMO (alpha / beta): -9.305 / -14.208 eV

Each line ends with the Löwdin spin population.
CARTESIAN COORDINATES (ANGSTROEM)
Hf: 0.09 0.26 0.31  -0.007
Br: 0.13 2.88 1.42  0.812
C: 1.04 2.76 -3.95  0.001
S: -0.13 2.85 -2.52  0.009
O: 0.28 1.91 -1.39  0.085
C: 0.25 4.55 -1.94  0.014
H: 1.32 1.71 -4.08  0.000
H: 1.91 3.21 -3.47  0.000
H: 0.61 3.43 -4.70  0.000
H: 0.04 5.35 -2.65  0.000
H: 1.30 4.60 -1.62  0.001
H: -0.38 4.75 -1.07  0.005
C: 3.69 3.19 -0.33  0.002
S: 3.78 1.31 -0.24  0.000
O: 2.28 0.90 -0.23  0.003
C: 4.35 1.03 -2.00  0.000
H: 3.03 3.57 0.45  0.002
H: 3.54 3.67 -1.29  0.000
H: 4.68 3.52 -0.04  0.000
H: 4.95 1.91 -2.26  0.000
H: 3.49 1.06 -2.66  0.000
H: 5.07 0.22 -2.14  0.000
C: -4.15 0.12 2.74  0.000
S: -2.34 0.00 3.26  0.005
O: -1.32 0.22 2.13  0.035
C: -2.25 1.51 4.29  0.007
H: -4.74 -0.07 3.64  0.000
H: -4.28 -0.80 2.18  0.000
H: -4.53 0.88 2.06  0.000
H: -2.39 2.42 3.71  0.003
H: -1.33 1.57 4.87  0.000
H: -3.04 1.50 5.04  0.000
C: -3.79 1.99 -2.00  0.000
S: -3.39 1.46 -0.25  0.000
O: -1.94 1.14 -0.34  -0.001
C: -3.64 3.19 0.44  -0.001
H: -3.05 2.67 -2.40  0.000
H: -4.69 2.59 -1.85  0.000
H: -3.88 1.18 -2.72  0.000
H: -2.81 3.87 0.26  0.000
H: -3.79 3.15 1.52  0.000
H: -4.58 3.61 0.06  0.000
C: 1.80 0.93 4.57  0.004
S: 2.19 -0.36 3.32  0.002
O: 1.58 0.00 1.99  0.007
C: 4.00 0.10 3.11  0.000
H: 0.76 0.77 4.85  0.000
H: 1.72 1.82 3.95  0.005
H: 2.39 0.97 5.49  0.000
H: 4.10 1.12 2.76  0.000
H: 4.43 -0.64 2.43  0.000
H: 4.51 0.04 4.08  0.000
C: -2.27 -3.82 -0.99  0.000
S: -2.81 -2.20 -0.31  0.000
O: -1.55 -1.37 -0.18  0.000
C: -3.92 -1.67 -1.71  0.000
H: -2.24 -3.78 -2.08  0.000
H: -2.81 -4.72 -0.68  0.000
H: -1.21 -3.93 -0.73  0.000
H: -4.51 -2.42 -2.24  0.000
H: -3.35 -1.06 -2.40  0.000
H: -4.71 -1.07 -1.25  0.000
C: -1.95 -3.75 2.75  0.000
S: -0.21 -3.40 2.19  0.000
O: -0.07 -1.96 1.69  0.001
C: 0.59 -3.38 3.88  0.000
H: -1.93 -3.70 3.84  0.000
H: -2.18 -4.77 2.46  0.000
H: -2.57 -2.99 2.27  0.000
H: 0.19 -4.23 4.41  0.000
H: 0.54 -2.43 4.42  0.000
H: 1.61 -3.65 3.61  0.000
C: 0.65 -1.64 -4.16  0.000
S: -0.78 -1.09 -3.16  0.000
O: -0.13 -0.39 -1.96  0.004
C: -1.25 0.09 -4.47  0.000
H: 1.38 -0.89 -4.46  0.000
H: 0.23 -2.10 -5.05  0.000
H: 1.19 -2.43 -3.65  0.000
H: -1.75 -0.40 -5.30  0.000
H: -0.43 0.61 -4.96  0.000
H: -1.92 0.79 -3.95  0.000
C: 3.16 -3.51 0.72  0.000
S: 2.06 -2.91 -0.64  0.000
O: 1.40 -1.59 -0.23  0.000
C: 3.41 -2.33 -1.67  0.000
H: 2.55 -3.93 1.51  0.000
H: 3.83 -2.76 1.13  0.000
H: 3.74 -4.33 0.28  0.000
H: 4.09 -1.60 -1.24  0.000
H: 2.97 -1.80 -2.52  0.000
H: 4.06 -3.14 -1.98  0.000



Record 2
Computed, not measured: a structure of composition C18H54ClO13 at a distorted geometry, with ωB97M-V with the def2-TZVPD basis set.

Energy relative to the best compared isomer or geometry (same formula, charge and spin): 594.9 kcal/mol
Net charge: -1
E_LUMO: 2.789 eV

Each line ends with the Mulliken charge.
CARTESIAN COORDINATES (ANGSTROEM)
Cl: -0.01 0.43 0.16  1.337
O: -0.27 0.19 -1.21  -1.072
O: -0.08 -0.78 0.83  -0.549
O: 1.18 1.14 0.36  -0.145
O: -1.19 1.12 0.76  -0.323
O: -1.07 2.63 -1.68  -0.577
H: -1.14 1.97 -0.99  0.318
H: -0.39 2.29 -2.27  0.454
O: -1.81 3.21 1.61  -0.784
H: -1.28 3.08 2.39  0.365
H: -1.45 2.59 0.97  0.333
O: -0.21 0.00 -3.12  -0.413
H: 0.23 0.27 -2.31  -0.612
H: -0.96 0.60 -3.19  0.621
C: -4.36 -1.71 0.00  -1.979
C: -2.91 -1.36 0.35  0.368
C: -2.04 -1.35 -0.92  -0.534
O: -2.81 -0.15 1.12  -0.612
H: -4.76 -1.05 -0.77  0.359
H: -5.05 -1.62 0.84  0.442
H: -4.27 -2.75 -0.31  0.352
H: -2.54 -2.24 0.87  0.188
H: -1.88 -2.29 -1.45  0.690
H: -1.08 -1.13 -0.44  -1.325
H: -2.30 -0.66 -1.72  0.180
H: -1.93 0.20 0.99  1.008
C: 3.64 0.52 -0.55  -1.444
C: 2.88 0.79 -1.93  0.052
C: 2.30 -0.45 -2.62  -0.735
O: 1.94 1.77 -1.65  -0.335
H: 3.02 0.19 0.29  0.413
H: 4.23 1.36 -0.19  0.366
H: 4.41 -0.25 -0.66  0.463
H: 3.73 1.14 -2.50  0.353
H: 1.42 -0.83 -2.09  -0.898
H: 3.04 -1.25 -2.58  0.341
H: 1.93 -0.23 -3.63  0.749
H: 1.51 1.42 -0.86  0.330
C: 0.76 3.38 0.46  0.156
C: 0.38 4.73 -0.17  0.620
C: 1.32 5.91 0.09  -1.537
O: 0.14 4.36 -1.59  -0.830
H: 1.81 3.14 0.29  0.681
H: 0.09 2.58 0.16  -1.220
H: 0.50 3.53 1.51  0.439
H: -0.60 4.98 0.24  0.245
H: 1.08 6.74 -0.57  0.373
H: 2.37 5.64 -0.03  0.339
H: 1.26 6.41 1.05  0.363
H: -0.48 3.64 -1.70  0.591
C: -1.62 -1.32 2.99  -0.530
C: -1.59 0.19 3.39  1.023
C: -1.49 0.46 4.88  -1.758
O: -0.37 0.67 2.85  -0.664
H: -2.13 -1.91 3.74  0.503
H: -0.68 -1.86 2.94  0.172
H: -2.11 -1.47 2.03  -0.452
H: -2.48 0.71 3.04  0.362
H: -2.42 0.12 5.35  0.390
H: -1.32 1.49 5.20  0.369
H: -0.69 -0.15 5.29  0.341
H: -0.51 0.63 1.90  -0.911
C: -0.20 -2.06 -1.65  -0.868
C: 0.25 -2.69 -2.98  -0.232
C: -0.96 -3.19 -3.78  -1.903
O: 0.91 -1.76 -3.73  -0.696
H: 0.62 -1.46 -1.24  1.440
H: -0.57 -2.68 -0.84  1.251
H: -0.92 -1.24 -1.74  1.075
H: 0.84 -3.57 -2.76  0.542
H: -1.55 -3.95 -3.27  0.315
H: -0.54 -3.62 -4.69  0.514
H: -1.61 -2.36 -4.04  0.280
H: 0.41 -0.96 -3.50  0.570
C: 1.71 -1.89 2.80  -1.539
C: 2.35 -2.38 1.52  0.347
C: 1.61 -3.54 0.77  -1.305
O: 2.58 -1.40 0.55  -0.354
H: 0.85 -1.25 2.60  0.655
H: 2.49 -1.34 3.31  0.355
H: 1.35 -2.64 3.51  0.393
H: 3.39 -2.62 1.74  0.565
H: 2.19 -3.74 -0.13  0.308
H: 0.55 -3.54 0.49  0.224
H: 1.67 -4.40 1.44  0.546
H: 1.67 -1.13 0.36  -0.295



Question: Among the records above, which one has the lowest net charge?
Answer: C18H54ClO13